The molecule C12H20N4O3. Source: the Open Molecules 2025 dataset; level of theory: wB97M-V/def2-TZVPD.

Properties
largest force on an atom: 2.3 eV/Å
net charge: 0
gap between HOMO and LUMO: 9.543 eV
ΔE to the lowest compared entry with this formula, charge and spin: 18.3 kcal per mole
SMILES: CC(C)C[C@H](N)C(=O)N[C@@H](Cc1c[nH]cn1)C(=O)O

Positions of all 39 atoms, in Å:
C 5.24084 0.09869 -1.13944
C 4.15614 0.36919 -0.07557
C 3.96710 1.88300 0.02960
C 2.91096 -0.47495 -0.41929
C 1.75679 -0.25090 0.56101
N 2.19400 -0.67872 1.93513
C 0.48153 -1.00355 0.14115
O 0.57281 -1.86508 -0.74868
N -0.65035 -0.65921 0.76538
C -1.94973 -0.98813 0.28517
C -2.29386 -0.03916 -0.87995
C -2.35898 1.38869 -0.40525
C -3.15881 2.40116 -0.86897
N -2.74408 3.54536 -0.20147
C -1.75037 3.16524 0.64801
N -1.55723 1.85414 0.61034
C -2.35632 -2.45763 0.01203
O -3.49378 -2.74227 0.22008
O -1.51452 -3.33233 -0.39801
H 4.80977 0.27909 -2.13175
H 5.66774 -0.89019 -1.13210
H 6.10586 0.78692 -1.05570
H 4.52424 -0.00862 0.90165
H 3.19409 2.11472 0.72399
H 4.91280 2.24955 0.43294
H 3.67344 2.28031 -0.95238
H 3.15891 -1.54329 -0.42858
H 2.57940 -0.26995 -1.49353
H 1.51836 0.82040 0.63880
H 1.58231 -0.31876 2.66497
H 2.21355 -1.71858 2.00974
H -0.64706 0.27756 1.19316
H -2.67011 -0.75935 1.09181
H -3.25022 -0.38111 -1.28156
H -1.47412 -0.18709 -1.58957
H -3.90077 2.37280 -1.64535
H -3.14043 4.46815 -0.34895
H -1.29962 3.85809 1.35821
H -0.64242 -2.89422 -0.63961

The molecule C12H20N4O6. Source: the Open Molecules 2025 dataset; level of theory: wB97M-V/def2-TZVPD.

Properties
largest force on an atom: 2.9 eV/Å
net charge: 0
gap between HOMO and LUMO: 9.707 eV
ΔE to the lowest compared entry with this formula, charge and spin: 4.1 kcal per mole
SMILES: CNC(=O)[C@@H](CC(=O)O)NC(=O)[C@@H](CCC(N)=O)NC(C)=O

Positions of all 42 atoms, in Å:
C -0.84451 -3.84074 0.93815
N -2.13990 -3.19572 0.78146
C -2.52093 -2.26481 -0.09245
O -3.72495 -2.05740 -0.19490
C -1.53334 -1.34176 -0.80481
C -2.21813 -0.07401 -1.30561
C -2.51589 0.92409 -0.19563
O -1.83850 1.89885 0.04287
O -3.68541 0.65716 0.49748
N -0.38324 -0.94767 -0.00678
C 0.68870 -0.40119 -0.52821
O 0.88430 -0.37414 -1.75923
C 1.71559 0.26771 0.38724
C 2.78897 1.09420 -0.33320
C 2.28154 2.23671 -1.23523
C 2.88258 2.19430 -2.60816
N 2.69356 1.11786 -3.33084
O 3.59563 3.09160 -3.02358
N 1.06727 1.14406 1.42816
C 0.33232 0.71766 2.45732
C -0.37077 1.75145 3.31617
O 0.21101 -0.48352 2.73695
H -0.93007 -4.81222 1.42386
H -0.49467 -3.97873 -0.08025
H -0.17046 -3.18140 1.51437
H -2.91912 -3.67413 1.23793
H -1.16306 -1.86433 -1.63804
H -1.57548 0.41138 -2.05425
H -3.14261 -0.31851 -1.82364
H -4.03463 -0.22740 0.27221
H -0.52918 -0.92193 0.99694
H 2.28025 -0.52077 0.89531
H 3.42107 1.49688 0.39079
H 3.38920 0.40236 -0.91548
H 1.19655 2.15319 -1.32370
H 2.53256 3.19155 -0.78031
H 3.04889 1.15070 -4.25286
H 2.19461 0.32383 -2.92732
H 1.16388 2.16474 1.27279
H -1.18425 2.23295 2.78089
H -0.77769 1.33111 4.21894
H 0.32828 2.52602 3.62466

A structure of composition C12H20N4OPbSSe2Te2. Source: the Open Molecules 2025 dataset; level of theory: wB97M-V/def2-TZVPD.

Properties
largest force on an atom: 0.5 eV/Å
net charge: 0
gap between HOMO and LUMO: 6.208 eV

Positions of all 43 atoms, in Å:
Pb 1.01783 1.04674 -0.74546
C 1.45012 -2.81685 0.49686
C 1.78419 -2.80107 -1.00187
N 2.46595 -1.58577 -1.43311
C 3.90449 -1.52325 -1.23152
C 4.34444 -1.29900 0.21660
S 3.52972 0.08222 1.10428
C 2.66664 -0.80308 2.45268
C 1.17519 -1.11394 2.27089
N 0.83192 -1.56985 0.93159
H 2.36236 -2.96830 1.06984
H 0.81079 -3.68563 0.69540
H 0.85133 -2.86423 -1.56547
H 2.37578 -3.70078 -1.22811
H 2.26291 -1.41281 -2.40876
H 4.27606 -0.69548 -1.83787
H 4.40908 -2.43946 -1.57690
H 5.40784 -1.06056 0.21557
H 4.20956 -2.19511 0.81764
H 2.78295 -0.15725 3.32227
H 3.23979 -1.70870 2.64560
H 0.60036 -0.20463 2.46110
H 0.90406 -1.84580 3.04592
H -0.17407 -1.61994 0.83374
Se 0.55346 1.05050 -3.48567
Te -0.50299 3.34546 -3.69074
Te 1.40840 4.75685 -2.43972
Se 1.17909 3.79538 -0.12144
N -6.52249 2.05326 -0.40304
C -5.64137 1.96642 0.62607
O -5.97578 2.03672 1.79024
C -4.19862 1.75735 0.24548
C -3.79231 1.16541 -0.94160
C -2.43815 0.97434 -1.16261
N -1.51155 1.34222 -0.28260
C -1.89903 1.93136 0.85053
C -3.22790 2.14515 1.15888
H -7.48529 2.23720 -0.17907
H -6.22537 2.16254 -1.35484
H -4.50111 0.83315 -1.68842
H -2.07412 0.52137 -2.07980
H -1.10974 2.25585 1.51963
H -3.52442 2.61200 2.08779

A cluster of 3 separate species, C12H20N4P in total. Source: the Open Molecules 2025 dataset; level of theory: wB97M-V/def2-TZVPD.

Properties
largest force on an atom: 1.9 eV/Å
net charge: +1
gap between HOMO and LUMO: 4.859 eV

Positions of all 37 atoms, in Å:
N 1.04954 -2.75215 2.31456
P -0.13493 -3.45857 1.57661
C -1.78481 -3.02988 2.34640
C -2.96130 -3.85480 1.79357
C -4.09349 -2.82188 1.60155
C -3.31967 -1.60271 1.35880
N -2.12713 -1.71951 1.77878
H 1.55023 -2.12241 1.69784
H -0.27255 -3.05631 0.23066
H -0.03019 -4.85937 1.60826
H -1.66545 -2.97504 3.41747
H -3.19136 -4.70800 2.40622
H -2.64056 -4.18539 0.81100
H -4.70611 -2.76698 2.49036
H -4.67895 -3.11636 0.74307
H -3.62507 -0.67446 0.91041
H -1.45295 -0.95891 1.71446
N 2.33540 -0.00344 -0.07317
C 0.99105 -0.07140 -0.32579
C 0.80354 0.06708 -1.67695
C 2.08749 0.22226 -2.26228
C 3.00813 0.17540 -1.24774
H 2.76420 -0.06379 0.83363
H 0.28610 -0.20282 0.47699
H -0.14426 0.06308 -2.18947
H 2.30877 0.35977 -3.30679
H 4.08091 0.25743 -1.26315
N 1.55230 3.65460 -1.64847
C 2.42566 4.35575 -2.43276
C 2.11189 5.68437 -2.32727
C 1.00605 5.78941 -1.44216
C 0.68516 4.52061 -1.03981
H 1.54844 2.65609 -1.53899
H 3.19210 3.85200 -2.99606
H 2.61840 6.49171 -2.82799
H 0.50549 6.69245 -1.13657
H -0.08206 4.16215 -0.37518

A cluster of 2 separate species, C12H20O in total. Source: the Open Molecules 2025 dataset; level of theory: wB97M-V/def2-TZVPD.

Properties
largest force on an atom: 3.1 eV/Å
net charge: 0
gap between HOMO and LUMO: 9.331 eV
ΔE to the lowest compared entry with this formula, charge and spin: 51.2 kcal per mole
SMILES: CCc1ccc(O)cc1.CC(C)C

Positions of all 33 atoms, in Å:
C 2.90099 3.28196 2.20349
C 1.75742 2.45621 2.80291
C 0.85772 1.75082 1.84098
C 1.00827 1.48336 0.48447
C 0.11695 0.77100 -0.32514
C -1.03613 0.32146 0.30263
O -1.99943 -0.48239 -0.29184
C -1.22817 0.55841 1.65574
C -0.34629 1.35736 2.43022
H 2.53705 4.29606 2.07769
H 3.26197 2.65348 1.36480
H 3.90896 3.33331 2.66354
H 2.29491 1.71882 3.46469
H 1.22189 3.02170 3.57168
H 1.79570 2.00514 -0.06721
H 0.63651 0.41237 -1.19502
H -2.74154 -0.47014 0.33045
H -2.15368 0.25513 2.16324
H -0.65299 1.75610 3.38755
C -1.31567 -1.43239 -3.15302
C -0.86387 -2.54016 -2.21078
C -0.66293 -3.97380 -2.81950
C 0.50544 -2.32243 -1.52470
H -0.54334 -1.14052 -3.88460
H -1.45681 -0.47050 -2.66040
H -2.28284 -1.64049 -3.66424
H -1.57458 -2.72146 -1.42687
H 0.18973 -3.86694 -3.49027
H -0.38240 -4.55138 -1.92488
H -1.51856 -4.28132 -3.48853
H 0.58642 -1.65342 -0.64993
H 1.05004 -3.19921 -1.25947
H 1.13037 -1.65656 -2.12840

A structure of composition C12H20O7. Source: the Open Molecules 2025 dataset; level of theory: wB97M-V/def2-TZVPD.

Properties
largest force on an atom: 16.1 eV/Å
net charge: 0
gap between HOMO and LUMO: 9.738 eV
ΔE to the lowest compared entry with this formula, charge and spin: 320.8 kcal per mole

Positions of all 39 atoms, in Å:
C -5.69142 -0.35307 0.48007
C -4.74616 0.38724 -0.62868
H -4.40265 -0.18747 -1.44446
H -5.40368 1.19743 -1.08512
O -3.72934 0.80911 -0.15536
C -2.64606 0.26351 -0.04762
O -2.51088 -0.80635 -0.53443
C -1.52792 1.13116 0.51106
H -1.61768 0.88192 1.59881
H -1.65053 2.13235 0.50703
C -0.16060 0.94016 0.11962
O -0.11585 1.03765 -1.38405
H -0.40714 0.00633 -1.83478
C 0.17877 -0.63226 0.54255
O 0.13761 -1.09088 1.52986
O 0.27451 -1.54170 -0.41080
C 0.56562 -3.06350 -0.21754
C 1.94887 -3.27686 0.10772
H 2.71542 -2.86249 -0.88908
H 2.05871 -4.23676 0.35729
H 2.27162 -2.65850 0.80121
H 0.06610 -3.31616 -1.01730
H -0.10664 -3.06536 0.63620
C 0.87683 1.68527 0.96876
C 2.30010 1.71064 -0.10970
O 3.08327 2.51034 -0.11043
O 2.64049 0.09327 -0.14382
C 3.91204 0.22898 -0.84215
C 4.94876 -0.06321 0.28950
H 4.87319 -0.85298 0.97651
H 5.95920 -0.14004 -0.40592
H 5.11422 0.89320 0.57435
H 4.07249 0.93334 -1.48866
H 3.72566 -0.99320 -1.38505
H 0.59862 2.61262 0.75689
H 1.07406 1.52538 1.87453
H -6.60442 -0.74150 -0.25985
H -5.17618 -1.15855 1.08410
H -6.06043 0.36105 1.21482